[1]
The following is a DFT calculation (ωB97M-V/def2-TZVPD) of a structure of composition C38H27F3I2N5O9PbS.

```
86
Properties=species:S:1:pos:R:3
Pb -0.14 0.38 0.60
I 3.41 -1.14 7.63
C 2.64 -0.48 5.81
C 3.23 0.59 5.16
C 2.69 1.03 3.96
I 3.53 2.67 3.01
C 1.55 0.43 3.39
O 1.01 0.99 2.33
C 0.98 -0.67 4.06
C -0.15 -1.47 3.47
N -1.11 -0.65 2.70
C -1.94 0.23 3.51
C -1.81 1.71 3.19
C -2.37 2.62 4.08
C -2.25 3.97 3.83
C -1.53 4.38 2.72
C -1.01 3.41 1.89
N -1.18 2.11 2.11
C 1.53 -1.11 5.26
H 4.09 1.09 5.57
H 0.27 -2.18 2.77
H -0.67 -2.03 4.25
H -1.70 -1.28 2.16
H -2.99 -0.04 3.41
H -1.68 0.11 4.56
H -2.90 2.26 4.96
H -2.68 4.70 4.51
H -1.36 5.43 2.50
H -0.41 3.69 1.03
H 1.08 -1.95 5.77
O -1.25 -4.23 -4.90
C -2.16 -3.47 -4.51
O -3.33 -3.31 -4.90
C -1.73 -2.56 -3.35
C -2.03 -1.20 -3.36
C -1.57 -0.38 -2.35
N -0.84 -0.86 -1.34
C -0.59 -2.16 -1.30
C -1.01 -3.04 -2.27
C 0.22 -2.62 -0.12
O 0.61 -3.76 -0.02
O 0.42 -1.69 0.78
H -2.63 -0.79 -4.17
H -1.79 0.68 -2.35
H -0.73 -4.08 -2.20
C 2.34 -4.74 -3.78
C 2.57 -3.48 -2.99
C 2.01 -2.27 -3.40
C 2.15 -1.13 -2.63
C 2.87 -1.19 -1.44
C 3.47 -2.37 -1.03
C 3.32 -3.50 -1.81
S 3.05 0.23 -0.39
O 3.06 -0.25 0.95
O 4.17 1.01 -0.85
N 1.66 1.08 -0.60
C 1.47 1.96 -1.67
C 2.38 2.26 -2.66
C 2.08 3.19 -3.68
C 0.88 3.82 -3.75
C -0.10 3.51 -2.79
C -1.39 4.10 -2.79
C -2.31 3.74 -1.85
C -1.96 2.78 -0.89
N -0.76 2.23 -0.86
C 0.18 2.58 -1.76
H 1.85 -4.53 -4.73
H 1.68 -5.41 -3.22
H 3.27 -5.26 -3.97
H 1.42 -2.24 -4.30
H 1.68 -0.21 -2.94
H 4.01 -2.41 -0.10
H 3.75 -4.44 -1.48
H 3.36 1.81 -2.64
H 2.84 3.39 -4.43
H 0.65 4.54 -4.53
H -1.63 4.82 -3.56
H -3.31 4.16 -1.84
H -2.68 2.42 -0.17
F -5.14 -1.81 0.07
C -4.11 -1.37 0.79
F -3.08 -2.22 0.59
F -4.45 -1.50 2.10
C -3.75 0.11 0.49
O -4.69 0.87 0.36
O -2.51 0.37 0.40
```

* total charge: -1
* orbital gap: 0.223 hartree
* DFT total energy: -3901.401200 hartree

=====

[2]
The following is a DFT calculation (ωB97M-V/def2-TZVPD) of a structure of composition C38H27I2N9O6S2Tl in a non-equilibrium geometry.

```
85
Properties=species:S:1:pos:R:3
Tl 0.11 -0.23 0.48
I 8.23 -2.10 -0.65
C 6.31 -1.54 -0.05
C 5.98 -1.53 1.30
C 4.70 -1.15 1.67
I 4.19 -1.16 3.70
C 3.68 -0.76 0.75
O 2.53 -0.42 1.17
C 4.07 -0.83 -0.63
C 3.08 -0.52 -1.71
N 2.06 -1.56 -1.85
C 2.61 -2.89 -1.95
C 2.67 -3.57 -0.59
C 3.71 -4.44 -0.29
C 3.79 -4.97 0.99
C 2.84 -4.60 1.93
C 1.83 -3.75 1.53
N 1.72 -3.26 0.29
C 5.36 -1.19 -0.99
H 6.70 -1.82 2.05
H 3.65 -0.40 -2.65
H 2.57 0.43 -1.52
H 1.41 -1.34 -2.59
H 3.64 -2.86 -2.33
H 2.05 -3.50 -2.66
H 4.47 -4.65 -1.03
H 4.61 -5.63 1.26
H 2.88 -4.95 2.95
H 1.07 -3.41 2.23
H 5.61 -1.21 -2.04
O -2.81 3.38 -3.56
S -1.84 3.05 -1.24
O -2.31 0.46 -1.72
N -0.98 2.48 0.02
C -0.64 3.46 0.93
C -1.07 4.79 0.90
C -0.61 5.76 1.80
C 0.28 5.44 2.79
C 0.71 4.10 2.91
C 1.61 3.70 3.92
C 1.97 2.39 4.04
C 1.42 1.46 3.14
N 0.59 1.80 2.18
C 0.24 3.10 2.02
C -3.55 2.92 -0.67
C -3.79 2.22 0.50
C -5.08 2.12 0.99
C -6.13 2.72 0.30
C -5.88 3.44 -0.86
C -4.59 3.55 -1.35
H -1.77 5.11 0.14
H -0.97 6.77 1.71
H 0.65 6.18 3.48
H 2.00 4.45 4.60
H 2.67 2.06 4.80
H 1.69 0.41 3.21
H -2.95 1.78 1.02
H -5.27 1.57 1.90
H -7.14 2.64 0.68
H -6.69 3.92 -1.39
H -4.38 4.08 -2.27
O -1.10 -3.21 -1.59
N -0.94 -3.76 -0.64
O -2.09 -3.13 0.54
S -0.88 1.95 -5.06
C 0.07 1.46 -3.74
N -0.40 1.25 -2.56
C -1.78 1.54 -2.42
C -3.59 0.00 -1.68
C -4.51 -0.02 -2.64
C -4.42 0.49 -3.99
C -3.54 1.36 -4.47
C -2.52 2.16 -3.70
H 1.13 1.29 -3.89
H -3.77 -0.46 -0.72
H -5.43 -0.52 -2.35
H -5.19 0.13 -4.68
H -3.63 1.69 -5.49
O -1.40 -2.58 2.56
N -1.67 -3.46 1.77
C -1.59 -4.77 2.04
C -2.04 -5.72 1.08
N -2.41 -6.49 0.31
C -1.11 -5.17 3.31
N -0.72 -5.53 4.33
```

* total charge: -1
* orbital gap: 0.178 hartree
* DFT total energy: -3972.546420 hartree

=====

[3]
The following is a DFT calculation (ωB97M-V/def2-TZVPD) of a structure of composition C38H29Cl3NO5PRu in a non-equilibrium geometry.

```
78
Properties=species:S:1:pos:R:3
Ru -0.31 1.13 0.51
O -0.59 4.78 2.42
C -0.02 3.74 2.14
O -0.58 2.57 2.10
C 1.50 3.76 1.90
C 2.09 2.42 2.33
C 3.61 2.50 2.43
C 4.01 2.51 0.93
C 2.64 2.47 0.25
O 1.90 1.62 1.15
C 1.91 3.81 0.40
C 0.72 3.92 -0.58
O 0.61 4.94 -1.24
O -0.08 2.91 -0.64
H 1.90 4.60 2.47
H 1.58 1.96 3.18
H 4.02 1.63 2.95
H 3.93 3.40 2.96
H 4.58 1.62 0.66
H 4.59 3.39 0.64
H 2.65 2.08 -0.75
H 2.55 4.66 0.15
C 0.20 -2.63 -5.18
C 0.41 -3.40 -4.05
C 0.19 -2.87 -2.78
C -0.24 -1.55 -2.64
C -0.43 -0.78 -3.79
C -0.21 -1.31 -5.05
P -0.65 -0.76 -1.02
C 0.26 -2.00 0.02
C 1.62 -1.82 0.23
C 2.35 -2.74 0.98
C 1.71 -3.83 1.55
C 0.35 -4.01 1.35
C -0.37 -3.10 0.59
C -2.41 -1.09 -0.83
C -3.11 -2.14 -1.37
C -4.52 -2.14 -1.33
C -5.19 -1.05 -0.83
C -4.49 0.07 -0.31
C -5.16 1.22 0.16
C -4.42 2.28 0.60
C -3.01 2.25 0.63
C -2.31 1.13 0.22
C -3.07 0.03 -0.28
H 0.37 -3.05 -6.16
H 0.73 -4.43 -4.14
H 0.37 -3.48 -1.91
H -0.75 0.25 -3.68
H -0.35 -0.69 -5.93
H 2.13 -0.96 -0.18
H 3.41 -2.58 1.14
H 2.27 -4.54 2.16
H -0.16 -4.86 1.80
H -1.44 -3.25 0.45
H -2.59 -2.97 -1.83
H -5.07 -2.98 -1.73
H -6.27 -1.02 -0.85
H -6.24 1.25 0.15
H -4.93 3.18 0.94
H -2.47 3.10 1.01
Cl 3.54 -1.35 -4.51
C 3.33 0.35 -4.16
Cl 2.81 1.27 -5.54
Cl 4.92 1.02 -3.58
C 2.43 0.53 -3.02
N 1.73 0.67 -2.12
C -0.84 -1.72 4.47
C 0.39 -1.30 3.99
C 0.47 -0.52 2.84
C -0.67 -0.13 2.11
C -1.89 -0.56 2.63
C -1.98 -1.35 3.77
H -0.91 -2.31 5.37
H 1.30 -1.57 4.51
H 1.45 -0.23 2.50
H -2.82 -0.29 2.14
H -2.96 -1.67 4.12
```

* ⟨S²⟩: 0.758
* total charge: -1
* multiplicity: 2
* orbital gap (spin up / spin down): 0.242 / 0.234 hartree
* DFT total energy: -3713.298714 hartree

=====

> Which value of DFT total energy does entry 1 give?

-3901.401200 hartree

=====

> Which formula does entry 2 have?

C38H27I2N9O6S2Tl

=====

Repeat the third record exactly.
The following is a DFT calculation (ωB97M-V/def2-TZVPD) of a structure of composition C38H29Cl3NO5PRu in a non-equilibrium geometry.

```
78
Properties=species:S:1:pos:R:3
Ru -0.31 1.13 0.51
O -0.59 4.78 2.42
C -0.02 3.74 2.14
O -0.58 2.57 2.10
C 1.50 3.76 1.90
C 2.09 2.42 2.33
C 3.61 2.50 2.43
C 4.01 2.51 0.93
C 2.64 2.47 0.25
O 1.90 1.62 1.15
C 1.91 3.81 0.40
C 0.72 3.92 -0.58
O 0.61 4.94 -1.24
O -0.08 2.91 -0.64
H 1.90 4.60 2.47
H 1.58 1.96 3.18
H 4.02 1.63 2.95
H 3.93 3.40 2.96
H 4.58 1.62 0.66
H 4.59 3.39 0.64
H 2.65 2.08 -0.75
H 2.55 4.66 0.15
C 0.20 -2.63 -5.18
C 0.41 -3.40 -4.05
C 0.19 -2.87 -2.78
C -0.24 -1.55 -2.64
C -0.43 -0.78 -3.79
C -0.21 -1.31 -5.05
P -0.65 -0.76 -1.02
C 0.26 -2.00 0.02
C 1.62 -1.82 0.23
C 2.35 -2.74 0.98
C 1.71 -3.83 1.55
C 0.35 -4.01 1.35
C -0.37 -3.10 0.59
C -2.41 -1.09 -0.83
C -3.11 -2.14 -1.37
C -4.52 -2.14 -1.33
C -5.19 -1.05 -0.83
C -4.49 0.07 -0.31
C -5.16 1.22 0.16
C -4.42 2.28 0.60
C -3.01 2.25 0.63
C -2.31 1.13 0.22
C -3.07 0.03 -0.28
H 0.37 -3.05 -6.16
H 0.73 -4.43 -4.14
H 0.37 -3.48 -1.91
H -0.75 0.25 -3.68
H -0.35 -0.69 -5.93
H 2.13 -0.96 -0.18
H 3.41 -2.58 1.14
H 2.27 -4.54 2.16
H -0.16 -4.86 1.80
H -1.44 -3.25 0.45
H -2.59 -2.97 -1.83
H -5.07 -2.98 -1.73
H -6.27 -1.02 -0.85
H -6.24 1.25 0.15
H -4.93 3.18 0.94
H -2.47 3.10 1.01
Cl 3.54 -1.35 -4.51
C 3.33 0.35 -4.16
Cl 2.81 1.27 -5.54
Cl 4.92 1.02 -3.58
C 2.43 0.53 -3.02
N 1.73 0.67 -2.12
C -0.84 -1.72 4.47
C 0.39 -1.30 3.99
C 0.47 -0.52 2.84
C -0.67 -0.13 2.11
C -1.89 -0.56 2.63
C -1.98 -1.35 3.77
H -0.91 -2.31 5.37
H 1.30 -1.57 4.51
H 1.45 -0.23 2.50
H -2.82 -0.29 2.14
H -2.96 -1.67 4.12
```

* ⟨S²⟩: 0.758
* total charge: -1
* multiplicity: 2
* orbital gap (spin up / spin down): 0.242 / 0.234 hartree
* DFT total energy: -3713.298714 hartree